Density functional theory data (the ωB97M-V functional and the def2-TZVPD basis) for an isolated molecule of C5H7NO.

## Properties
ΔE to the lowest compared entry with this formula, charge and spin: 215.00 kJ/mol
charge: 0
highest occupied orbital energy: -9.13 eV
SMILES: [H]/N=C/[C@@H]1C(=O)[C@H]1C
strongest force on any atom: 0.013 Eh/bohr
calculated total energy: -8833.97456 eV

Geometry (Å):
N (-0.731931, -2.207487, -0.643609)
H (0.917610, -0.179298, 1.431788)
H (0.835549, 2.303911, 0.515951)
C (0.176335, -0.420343, 0.670582)
C (0.774480, 1.883701, -0.493731)
C (-0.068012, -1.855573, 0.381464)
C (-1.045871, 0.440979, 0.547111)
O (-2.097916, 0.735578, 1.032917)
H (0.301371, -2.559066, 1.137969)
C (-0.037503, 0.606239, -0.487346)
H (0.293730, 2.631912, -1.131474)
H (-0.238867, 0.125853, -1.444154)
H (1.792078, 1.710290, -0.858089)
H (-0.871053, -3.216696, -0.659381)

Forces on atoms 1 to 6 (eV/Å):
N 0.210 -0.074 0.257
H -0.158 -0.033 -0.126
H 0.040 -0.043 -0.136
C 0.046 -0.113 0.172
C 0.031 0.047 0.046
C -0.140 0.031 -0.093